Run P
21
Properties=species:S:1:pos:R:3 method="wB97M-V/def2-TZVPD" smiles="C=C/C=C/N.O.O.O" gap_ev=8.086 lumo_energy_ev=0.82 homo_ev=-7.262
N 0.08897 -0.81128 2.23840
C 1.02950 -0.34246 1.41229
C 0.77492 0.57214 0.39075
C 1.73620 1.26532 -0.42583
C 1.28986 2.33947 -1.12279
H 0.34158 -1.43122 2.98727
H -0.85565 -0.44669 2.15997
H 2.08209 -0.48279 1.61185
H -0.18946 1.04760 0.72696
H 2.56115 0.69273 -0.87846
H 1.91353 2.68834 -1.94513
H 0.29213 2.74945 -0.84847
H 0.60907 -0.16981 -1.70125
H 1.14594 -0.81613 -2.98558
O 0.81099 -1.04608 -2.11211
H -2.15621 -0.33090 0.40651
H -2.87225 0.78697 1.26126
O -2.57935 -0.12723 1.27945
H -2.27717 -1.98913 -1.07094
H -1.01154 -1.33019 -1.35529
O -1.92023 -1.08954 -1.08298

Run Q
21
Properties=species:S:1:pos:R:3 method="wB97M-V/def2-TZVPD" gap_ev=4.895 lumo_energy_ev=-3.68 homo_ev=-8.574
O -2.08395 -0.35781 1.07431
C -1.41820 -1.28396 1.62693
C -0.15191 -1.56338 1.25458
C 0.54187 -0.91004 0.10431
C 0.01846 -1.04622 -1.33905
N 1.02396 -0.69388 -2.32125
H -1.10007 1.30563 3.10288
H -0.51557 0.95943 2.80791
H 0.43921 -2.00288 2.05293
H 1.59174 -1.18544 0.19978
H 0.43368 0.16586 0.39218
H -0.25554 -2.10551 -1.43907
H -0.90026 -0.45630 -1.36113
H 0.53763 -0.23223 -3.08527
H 1.45625 0.10265 -1.84270
H -2.93749 -0.22280 1.51519
H -0.80482 2.63974 -1.10967
O -0.60241 1.84211 -0.61395
H 0.44771 1.75648 -0.60228
H 2.44284 1.91854 0.04461
O 1.83689 1.37001 -0.46126

The relative energies come out as run P 0.0000; run Q 0.2521, with values in hartree.

Run P
21
Properties=species:S:1:pos:R:3 method="wB97M-V/def2-TZVPD" smiles="CN(C)CC=O.O.O" gap_ev=10.040 lumo_energy_ev=0.56 homo_ev=-9.479
C 1.85452 2.21225 0.35349
N 0.85628 1.19733 0.66496
C -0.17075 1.75599 1.56950
C 1.55625 0.04412 1.33545
C 1.78255 -1.05307 0.33769
O 2.49240 -2.00033 0.56201
H 1.94512 2.97809 1.12574
H 2.81829 1.78200 0.09689
H 1.53849 2.75867 -0.53402
H -0.85648 2.34029 0.95603
H 0.31779 2.38302 2.31620
H -0.73689 0.97934 2.04830
H 0.92357 -0.37315 2.12472
H 2.40966 0.42787 1.90368
H 1.08407 -1.07892 -0.51246
H 0.16310 -0.00427 -1.80355
H -1.39067 0.23426 -1.71932
O -0.68988 -0.24755 -2.17321
H -5.16195 -1.58963 -2.26436
H -6.32425 -2.42827 -2.61952
O -5.83710 -2.13836 -1.83567

Run Q
21
Properties=species:S:1:pos:R:3 method="wB97M-V/def2-TZVPD" smiles="CC(=O)N(C)C.O.O" gap_ev=10.296 lumo_energy_ev=0.52 homo_ev=-9.781
C -2.20555 -1.33978 0.36643
C -1.00992 -0.42411 0.22183
N -1.11455 0.72792 -0.48761
C -2.35075 1.28656 -1.02400
C 0.07805 1.55434 -0.55226
O 0.08433 -0.77511 0.64406
H -2.69767 -1.12817 1.31146
H -2.97159 -0.98192 -0.30389
H -1.85594 -2.31891 0.06159
H -2.91819 0.50136 -1.50705
H -2.09207 1.97758 -1.81629
H -2.88267 1.90302 -0.30826
H 0.49318 1.71296 0.44933
H 0.84089 1.13195 -1.19705
H -0.17276 2.51724 -0.96156
H 2.93161 -0.70212 -1.03048
H 1.89368 -0.80007 0.21362
O 2.81559 -0.80443 -0.08755
H 4.13738 -1.93675 1.52406
H 4.39937 -0.58096 2.22484
O 4.59757 -1.52061 2.25879

The relative energies come out as run P 0.0559; run Q 0.0000, with values in hartree.

Run P
9
Properties=species:S:1:pos:R:3 method="wB97M-V/def2-TZVPD" gap_ev=8.981 lumo_energy_ev=-0.12 homo_ev=-9.098
C -2.27247 -0.73651 -0.01927
C -0.11375 -0.21735 0.65439
N 0.88027 1.00835 -1.06663
N 0.46529 0.16201 -0.32056
O -2.16053 -1.37793 -0.98875
I -2.97406 1.34649 -0.20171
H -2.42639 -1.17236 0.93201
H 0.00588 -0.58422 1.69623
H 1.20038 0.87608 -1.98975

Run Q
9
Properties=species:S:1:pos:R:3 method="wB97M-V/def2-TZVPD" gap_ev=8.927 lumo_energy_ev=0.49 homo_ev=-8.433
C -1.76172 -0.16604 -0.62864
C 1.98106 -0.36656 0.49807
N -1.12375 0.92573 -0.35000
N 2.21432 -1.39820 -0.04288
O 1.73414 0.72668 0.78939
I -3.79938 -0.10583 -0.01481
H -1.48565 1.75307 0.12176
H -0.14494 0.97113 -0.60144
H 2.38593 -2.33998 0.22855

The relative energies come out as run P 0.0978; run Q 0.0000, with values in hartree.

Run P
19
Properties=species:S:1:pos:R:3 method="wB97M-V/def2-TZVPD" gap_ev=9.300 lumo_energy_ev=0.57 homo_ev=-8.727
C 0.18518 1.93406 0.00949
C -1.01841 0.32976 -1.37844
N -0.60882 0.71922 -0.09949
C -0.47544 -0.21359 0.93995
N -1.42723 -1.23097 0.91244
O 0.14014 0.06399 1.98028
H -1.58038 -1.73187 0.05161
H -1.36857 -1.82566 1.72347
H -0.01226 -0.50544 -1.69186
H -0.29894 2.72313 -0.56301
H 1.19589 1.76884 -0.37220
H 0.26239 2.20580 1.05780
H -1.99474 -0.15024 -1.37695
H -1.01087 1.15729 -2.07780
C 1.40936 -1.28564 -0.07577
O 2.26208 -0.34733 0.35815
O 1.12369 -1.40331 -1.29108
H 1.99676 -0.09182 1.26810
H 1.22018 -2.11624 0.62534

Run Q
19
Properties=species:S:1:pos:R:3 method="wB97M-V/def2-TZVPD" gap_ev=8.105 lumo_energy_ev=0.35 homo_ev=-7.755
C 0.83215 -0.52521 -1.91630
C 0.93166 -0.52179 -0.40481
O 1.02703 1.09762 0.07170
N 1.87151 -1.26152 0.09250
H 1.14535 1.71527 -0.66420
H 1.99189 -1.12672 1.09515
H -0.11471 -0.09316 -2.25337
H 0.85711 -1.54793 -2.29351
H 1.63358 0.04818 -2.37867
C -1.15468 0.70161 0.65535
N -1.12749 1.10309 1.92305
C -0.80939 -0.67046 0.30285
O -1.58903 1.60021 -0.23839
O -0.85969 -1.51110 1.41747
H -1.45514 1.27929 -1.13927
H 0.05221 -1.82816 1.55262
H -0.65938 0.48601 2.57304
H -1.11140 2.09677 2.09677
H -1.46159 -1.04199 -0.49197

The relative energies come out as run P 0.0000; run Q 0.0718, with values in hartree.

Run P
8
Properties=species:S:1:pos:R:3 method="wB97M-V/def2-TZVPD" smiles="C=C=C=C=N" gap_ev="8.843 / 8.842" lumo_energy_ev="0.22 / 0.22" homo_ev="-8.628 / -8.627"
C -1.68205 1.02998 -0.37346
C -0.42520 0.79775 -0.10429
C 0.78627 0.45407 0.14455
C 1.52501 -0.59460 0.33620
N 2.32379 -1.50074 0.52957
H -2.40716 1.16406 0.42302
H 1.89742 -2.42285 0.44905
H -2.01808 1.07232 -1.40464

Run Q
8
Properties=species:S:1:pos:R:3 method="wB97M-V/def2-TZVPD" smiles="C1=CC=1.C#N" gap_ev=10.031 lumo_energy_ev=1.25 homo_ev=-8.779
C -0.12253 3.00126 -0.93901
C -0.37862 -1.93930 0.98234
C 0.55986 -1.59324 0.07717
C -0.67004 -0.82445 0.12278
N 0.36900 2.18141 -0.30326
H -0.70037 -2.73994 1.68405
H 1.46225 -1.98788 -0.24053
H -0.51955 3.90214 -1.38354

The relative energies come out as run P 0.0000; run Q 0.0692, with values in hartree.

Run P
8
Properties=species:S:1:pos:R:3 method="wB97M-V/def2-TZVPD" smiles=CC#CC#N gap_ev=10.431 lumo_energy_ev=0.09 homo_ev=-10.341
C -1.16077 0.09921 -0.14289
C 0.17474 0.62106 -0.22836
C 1.37356 0.87422 -0.26328
C 2.08594 -0.32794 -0.05700
N 2.53604 -1.38247 0.12066
H -1.87340 0.90552 -0.29646
H -1.29994 -0.35446 0.84346
H -1.28890 -0.67161 -0.90935

Run Q
8
Properties=species:S:1:pos:R:3 method="wB97M-V/def2-TZVPD" gap_ev=9.369 lumo_energy_ev=-1.42 homo_ev=-10.790
C -0.94821 0.03335 -0.13742
C 0.52915 0.37074 -0.18268
C 1.01298 1.58005 -0.38282
C 1.54079 -0.63253 -0.00602
N 2.35830 -1.44074 0.13591
H -1.55138 0.93087 -0.29289
H -1.19881 -0.39753 0.83561
H -1.18511 -0.69283 -0.91956

The relative energies come out as run P 0.0000; run Q 0.0312, with values in hartree.